(1)
Here is a cluster of 2 separate species, C14H20N in total at a distorted geometry from OMol25. Energies are from ωB97M-V with the def2-TZVPD basis set.

Summary:
Energy above the lowest of the compared OMol25 structures with the same formula, charge and spin, kcal/mol: 111.82
Net charge: +1

Cartesian coordinates (Å):
C1 3.862 0.549 -0.169
C2 3.157 0.540 -1.406
C3 3.320 0.307 1.055
C4 1.807 0.494 -1.364
C5 1.886 0.289 1.154
C6 1.124 0.432 -0.083
C7 -1.383 -2.412 0.469
C8 -0.748 -2.196 -0.677
C9 1.019 0.387 2.233
C10 -0.364 0.409 1.664
C11 -0.194 0.498 0.189
C12 0.693 -2.415 -0.629
C13 -2.513 0.869 0.379
C14 -1.310 1.997 -1.414
N1 -1.354 0.808 -0.610
H1 4.902 0.741 -0.293
H2 3.830 0.625 -2.221
H3 3.936 0.250 1.941
H4 1.345 0.458 -2.350
H5 -0.819 -2.885 1.272
H6 -2.468 -2.445 0.517
H7 -1.260 -1.840 -1.686
H8 1.446 0.546 3.277
H9 -1.022 -0.483 1.828
H10 -0.890 1.287 2.068
H11 1.151 -2.116 0.412
H12 0.862 -3.480 -0.726
H13 1.360 -1.937 -1.405
H14 -3.375 1.085 -0.158
H15 -2.642 -0.142 0.707
H16 -2.423 1.626 1.082
H17 -0.442 2.565 -1.247
H18 -1.318 1.702 -2.505
H19 -2.112 2.695 -1.139
H20 -1.282 -0.094 -1.140

(2)
Here is a cluster of 2 separate species, C14H20N2O in total at a distorted geometry from OMol25. Energies are from ωB97M-V with the def2-TZVPD basis set.

Summary:
Energy above the lowest of the compared OMol25 structures with the same formula, charge and spin, kcal/mol: 139.79
Structure (SMILES): Cc1c[nH]c2ccccc12.CCN(C)C(C)=O
Net charge: 0

Cartesian coordinates (Å):
C1 2.491 -0.068 2.362
C2 1.917 0.669 1.114
C3 0.854 1.639 0.945
N1 0.670 1.958 -0.419
C4 1.533 1.063 -1.138
C5 1.496 0.543 -2.482
C6 2.282 -0.456 -2.835
C7 3.037 -1.339 -1.948
C8 2.882 -0.900 -0.700
C9 2.298 0.262 -0.173
H1 2.330 0.617 3.261
H2 3.521 -0.219 2.287
H3 1.872 -0.921 2.354
H4 0.599 2.041 1.944
H5 0.078 2.621 -0.647
H6 0.697 1.025 -3.018
H7 2.568 -0.647 -3.828
H8 3.757 -2.120 -2.227
H9 3.439 -1.597 0.008
C10 -0.522 -1.860 0.361
C11 -2.035 -1.798 0.030
N2 -2.559 -0.603 0.784
C12 -2.081 -0.456 2.205
C13 -3.077 0.493 0.185
C14 -4.358 0.933 0.892
O1 -2.630 0.773 -0.942
H10 -0.357 -2.821 0.923
H11 0.073 -1.172 1.055
H12 0.011 -2.204 -0.510
H13 -1.907 -1.702 -1.134
H14 -2.836 -2.683 0.351
H15 -2.666 -1.228 2.965
H16 -1.045 -0.651 2.447
H17 -2.196 0.520 2.647
H18 -4.654 1.959 0.479
H19 -5.035 0.187 0.759
H20 -4.288 0.982 1.954

(3)
Here is an isolated molecule of C14H20N2O6S at a distorted geometry from OMol25. Energies are from ωB97M-V with the def2-TZVPD basis set.

Summary:
Energy above the lowest of the compared OMol25 structures with the same formula, charge and spin, kcal/mol: 9.55
Structure (SMILES): COCCNC(=O)CN(C)S(=O)(=O)c1ccc2c(c1)OCCO2
Net charge: 0

Cartesian coordinates (Å):
C1 2.947 -2.678 1.052
O1 3.644 -1.453 1.030
C2 3.647 -0.779 -0.204
C3 2.330 -0.057 -0.528
N1 1.393 -0.909 -1.224
C4 0.660 -0.475 -2.266
O2 0.752 0.633 -2.754
C5 -0.329 -1.530 -2.772
N2 -1.577 -1.472 -2.038
C6 -2.654 -0.682 -2.580
S1 -1.530 -1.773 -0.414
O3 -0.510 -2.774 -0.217
O4 -2.865 -2.071 0.005
C7 -0.990 -0.313 0.492
C8 -0.389 -0.544 1.717
C9 0.060 0.522 2.472
C10 -0.106 1.824 2.011
C11 -0.769 2.051 0.796
C12 -1.199 0.970 0.034
O5 -1.021 3.308 0.331
C13 -0.830 4.319 1.299
C14 0.468 4.074 2.064
O6 0.396 2.847 2.761
H1 3.262 -3.326 0.226
H2 1.861 -2.546 1.006
H3 3.205 -3.152 1.997
H4 4.443 -0.037 -0.110
H5 3.898 -1.469 -1.024
H6 1.896 0.308 0.410
H7 2.518 0.793 -1.187
H8 1.123 -1.786 -0.793
H9 0.088 -2.532 -2.642
H10 -0.541 -1.352 -3.827
H11 -2.335 0.332 -2.838
H12 -3.439 -0.652 -1.827
H13 -3.046 -1.168 -3.477
H14 -0.267 -1.560 2.056
H15 0.555 0.372 3.418
H16 -1.683 1.174 -0.904
H17 -0.801 5.264 0.755
H18 -1.672 4.323 2.004
H19 0.640 4.846 2.816
H20 1.307 4.052 1.357

(4)
Here is a cluster of 3 separate species, C14H20N3O2 in total at a distorted geometry from OMol25. Energies are from ωB97M-V with the def2-TZVPD basis set.

Summary:
Net charge: -1

Cartesian coordinates (Å):
C1 -1.781 -3.153 -1.935
C2 -0.828 -1.937 -2.093
C3 -1.243 -0.800 -1.116
C4 -0.875 -1.247 0.320
O1 -0.706 -0.160 1.213
C5 -0.565 -0.600 2.587
N1 0.803 -1.300 2.707
C6 0.673 -2.495 2.854
O2 0.384 -3.641 2.746
H1 -2.368 -3.108 -1.015
H2 -2.478 -3.240 -2.780
H3 -1.168 -4.065 -1.923
H4 0.189 -2.236 -1.807
H5 -0.787 -1.577 -3.129
H6 -0.729 0.141 -1.343
H7 -2.334 -0.668 -1.137
H8 -1.603 -1.982 0.703
H9 0.096 -1.780 0.261
H10 -1.393 -1.328 2.759
N2 -3.022 4.522 0.603
C7 -2.768 3.277 1.126
C8 -1.579 2.835 0.615
C9 -1.090 3.855 -0.248
C10 -2.000 4.882 -0.233
H11 -3.831 5.080 0.802
H12 -3.456 2.815 1.814
H13 -1.110 1.886 0.837
H14 -0.174 3.837 -0.815
H15 -2.009 5.832 -0.742
N3 2.871 0.239 0.163
C11 3.191 -1.000 0.625
C12 4.344 -1.403 -0.003
C13 4.736 -0.352 -0.877
C14 3.806 0.649 -0.749
H16 2.065 0.768 0.455
H17 2.566 -1.484 1.357
H18 4.848 -2.343 0.149
H19 5.598 -0.332 -1.524
H20 3.728 1.612 -1.227

(5)
Here is a structure of composition C14H20N4O3PtS at a distorted geometry from OMol25. Energies are from ωB97M-V with the def2-TZVPD basis set.

Summary:
Energy above the lowest of the compared OMol25 structures with the same formula, charge and spin, kcal/mol: 16.09
Net charge: 0

Cartesian coordinates (Å):
Pt1 -0.164 -0.693 0.295
C1 5.172 -1.824 2.090
C2 3.918 -2.569 2.523
N1 2.883 -1.693 3.045
C3 1.947 -1.071 2.311
S1 1.928 -1.323 0.585
N2 1.128 -0.255 2.938
N3 0.230 0.368 2.119
C4 -0.455 1.336 2.613
C5 -0.355 1.767 4.042
C6 -1.357 2.069 1.698
C7 -2.296 2.994 2.147
C8 -3.050 3.676 1.206
C9 -2.838 3.436 -0.141
C10 -1.877 2.496 -0.495
N4 -1.171 1.826 0.405
H1 5.941 -2.529 1.774
H2 5.572 -1.226 2.911
H3 4.954 -1.158 1.255
H4 4.152 -3.298 3.300
H5 3.494 -3.122 1.685
H6 2.928 -1.406 4.009
H7 0.414 1.197 4.550
H8 -1.306 1.611 4.557
H9 -0.116 2.831 4.100
H10 -2.430 3.179 3.203
H11 -3.792 4.398 1.524
H12 -3.397 3.962 -0.902
H13 -1.673 2.266 -1.534
C11 -3.100 -2.329 1.573
C12 -2.818 -2.017 0.115
C13 -4.055 -2.145 -0.752
O1 -2.293 -0.669 -0.014
C14 -1.712 -2.948 -0.434
O2 -1.979 -4.124 -0.550
O3 -0.572 -2.400 -0.730
H14 -3.912 -1.700 1.948
H15 -2.207 -2.158 2.177
H16 -3.391 -3.374 1.667
H17 -4.861 -1.516 -0.365
H18 -4.383 -3.182 -0.752
H19 -3.832 -1.847 -1.776
H20 -2.912 -0.002 0.305

(6)
Here is an isolated molecule of C14H20N4O3S from OMol25. Energies are from ωB97M-V with the def2-TZVPD basis set.

Summary:
Energy above the lowest of the compared OMol25 structures with the same formula, charge and spin, kcal/mol: 39.07
Structure (SMILES): COCCN1CCn2c(nc3cc(NS(C)(=O)=O)ccc32)C1
Net charge: 0

Cartesian coordinates (Å):
C1 8.268 1.296 0.030
O1 7.113 1.996 0.413
C2 5.932 1.247 0.253
C3 4.757 2.141 0.682
N1 3.450 1.529 0.690
C4 3.272 0.443 1.634
C5 1.778 0.325 1.940
N2 1.070 0.221 0.695
C6 1.562 0.626 -0.509
N3 0.731 0.448 -1.498
C7 -0.392 -0.100 -0.937
C8 -1.590 -0.488 -1.523
C9 -2.569 -1.025 -0.700
N4 -3.783 -1.452 -1.248
S1 -5.245 -1.308 -0.465
C10 -5.321 0.437 0.016
O2 -6.232 -1.561 -1.470
O3 -5.253 -2.106 0.721
C11 -2.366 -1.165 0.681
C12 -1.184 -0.776 1.276
C13 -0.200 -0.245 0.459
C14 2.945 1.168 -0.620
H1 8.230 1.012 -1.030
H2 8.401 0.387 0.631
H3 9.107 1.967 0.196
H4 5.823 0.935 -0.798
H5 5.974 0.340 0.877
H6 4.967 2.508 1.689
H7 4.722 3.005 0.014
H8 3.638 -0.521 1.240
H9 3.814 0.673 2.552
H10 1.444 1.218 2.482
H11 1.573 -0.559 2.552
H12 -1.742 -0.384 -2.585
H13 -3.878 -1.331 -2.243
H14 -6.202 0.566 0.629
H15 -5.391 1.030 -0.886
H16 -4.426 0.671 0.578
H17 -3.155 -1.604 1.269
H18 -1.038 -0.889 2.340
H19 3.566 0.403 -1.123
H20 2.932 2.054 -1.259

(7)
Here is a cluster of 2 separate species, C14H20NO2 in total at a distorted geometry from OMol25. Energies are from ωB97M-V with the def2-TZVPD basis set.

Summary:
Energy above the lowest of the compared OMol25 structures with the same formula, charge and spin, kcal/mol: 0.00
Net charge: +1

Cartesian coordinates (Å):
C1 -1.213 -0.293 5.662
O1 -1.577 -1.053 4.481
C2 -1.541 -0.508 3.234
C3 -1.838 -1.322 2.112
C4 -1.617 -0.903 0.824
C5 -1.116 0.412 0.612
C6 -0.882 0.845 -0.720
O2 -0.774 2.124 -0.918
C7 -0.904 2.585 -2.279
C8 -0.930 1.289 1.693
C9 -1.150 0.843 2.993
H1 -1.351 -1.030 6.440
H2 -0.167 0.031 5.640
H3 -1.898 0.546 5.825
H4 -2.203 -2.332 2.300
H5 -1.804 -1.513 -0.066
H6 -1.077 0.176 -1.575
H7 -0.663 3.645 -2.282
H8 -0.216 2.051 -2.925
H9 -1.937 2.452 -2.617
H10 -0.602 2.310 1.509
H11 -0.985 1.499 3.837
C10 -0.001 -1.523 -3.444
C11 1.034 -0.952 -2.534
N1 0.853 -0.137 -1.550
C12 2.088 0.312 -0.903
C13 3.204 -0.475 -1.589
C14 2.513 -1.286 -2.722
H12 0.476 -2.129 -4.230
H13 -0.720 -2.147 -2.898
H14 -0.578 -0.703 -3.911
H15 2.269 1.390 -1.027
H16 2.066 0.096 0.170
H17 3.976 0.226 -1.954
H18 3.684 -1.148 -0.876
H19 2.698 -2.361 -2.599
H20 2.885 -1.016 -3.714

(8)
Here is a structure of composition C14H21AlN4O4S4Se at a distorted geometry from OMol25. Energies are from ωB97M-V with the def2-TZVPD basis set.

Summary:
Net charge: 0

Cartesian coordinates (Å):
Al1 0.403 0.476 0.655
C1 0.791 4.632 1.792
C2 0.876 3.148 1.707
N1 -0.038 2.373 1.232
N2 -1.250 2.723 0.825
C3 -2.063 1.697 0.811
N3 -3.326 1.862 0.410
S1 -1.656 0.149 1.507
C4 1.949 2.370 2.324
C5 3.116 2.902 2.870
C6 3.974 2.056 3.550
C7 3.644 0.714 3.680
C8 2.486 0.256 3.070
N4 1.668 1.059 2.416
H1 -0.085 4.970 1.246
H2 1.683 5.081 1.357
H3 0.713 4.950 2.832
H4 -3.554 2.697 -0.104
H5 -3.889 1.040 0.267
H6 3.355 3.946 2.747
H7 4.899 2.430 3.967
H8 4.275 0.033 4.227
H9 2.199 -0.788 3.088
C9 -2.463 -2.581 -3.627
C10 -3.448 -1.684 -2.900
S2 -2.822 -1.019 -1.322
C11 -2.726 -2.493 -0.260
C12 -1.410 -3.257 -0.282
S3 0.120 -2.228 -0.160
C13 1.015 -2.528 -1.741
C14 0.295 -3.000 -2.989
S4 -0.818 -1.771 -3.766
H10 -2.812 -2.770 -4.644
H11 -2.345 -3.537 -3.121
H12 -4.388 -2.206 -2.715
H13 -3.647 -0.790 -3.491
H14 -3.546 -3.159 -0.532
H15 -2.895 -2.097 0.741
H16 -1.294 -3.857 -1.177
H17 -1.379 -3.921 0.584
H18 1.778 -3.265 -1.484
H19 1.501 -1.583 -1.968
H20 -0.261 -3.927 -2.844
H21 1.072 -3.187 -3.734
O1 2.107 -0.147 0.252
Se1 2.160 0.855 -1.095
O2 2.938 2.163 -0.786
O3 0.482 1.111 -1.042
O4 2.619 0.101 -2.374

Taking the records one at a time from the top gives electronic energy values of -16321.7287, -19865.1327, -40941.7549, -23405.3770, -41027.5550, -37780.3134, -20419.6387, -144294.5687 eV.
Taking the records one at a time from the top gives orbital gap values of 0.267, 0.308, 0.348, 0.186, 0.277, 0.324, 0.307, 0.280 Ha.